The following is a quantum chemistry calculation of C39H76NO17PtS8 as an isolated structure in a non-equilibrium geometry, from the OMol25 dataset.

2S+1: 3
HOMO energy (spin up / spin down) (eV): -10.66 / -10.65
Net charge: +1
Largest force on an atom (eV/A): 3.00

Atoms and positions in Å:
Pt (0.67564, 3.90712, -0.06921)
C (0.66108, -0.66451, -0.64215)
C (-0.11392, 0.55316, -0.10604)
C (-1.03461, 0.19519, 1.07416)
O (0.56770, 1.73865, 0.20162)
H (-0.02990, -1.41602, -1.03949)
H (1.22363, -1.21708, 0.11046)
H (1.25539, -0.31318, -1.48732)
H (-0.82917, 0.85127, -0.88982)
H (-1.28810, -0.86471, 0.98189)
H (-1.88655, 0.87006, 1.12143)
H (-0.52392, 0.27854, 2.03935)
C (-2.41541, 1.49229, -3.51059)
C (-1.12245, 0.85205, -4.11976)
C (0.02993, 1.90306, -4.20544)
S (-0.61586, 3.45095, -3.47159)
O (-0.34323, 4.53046, -4.40210)
O (-0.11332, 3.64054, -2.12662)
C (-2.31169, 3.02181, -3.54335)
H (-2.44132, 1.16703, -2.46631)
H (-3.35007, 1.13608, -3.93550)
H (-1.18818, 0.28562, -5.04486)
H (-0.75901, 0.09694, -3.42068)
H (0.11917, 2.25211, -5.23081)
H (0.92116, 1.72795, -3.60930)
H (-2.61419, 3.26344, -4.56284)
H (-2.80105, 3.58688, -2.75641)
C (1.30412, 2.15814, 4.61461)
C (0.58823, 3.49376, 4.64867)
C (1.59068, 4.58589, 4.23837)
S (2.58012, 3.84846, 2.94038)
O (3.94152, 4.26888, 3.10335)
O (1.89222, 3.97662, 1.63065)
C (2.24047, 2.11956, 3.42043)
H (0.56590, 1.36995, 4.45012)
H (1.76952, 1.87472, 5.55956)
H (0.18058, 3.77294, 5.61556)
H (-0.23225, 3.38781, 3.93581)
H (2.35499, 4.68007, 5.01932)
H (1.24954, 5.61710, 4.18005)
H (3.16127, 1.53615, 3.48762)
H (1.80015, 1.61956, 2.55183)
C (3.22487, -0.53118, -4.48356)
C (3.72402, -1.97050, -4.37659)
C (2.62040, -2.97901, -4.73635)
S (1.49460, -2.02952, -5.79884)
O (0.22713, -1.89055, -5.11287)
O (1.62299, -2.61884, -7.12288)
C (2.44227, -0.43012, -5.77539)
H (4.08551, 0.12865, -4.46521)
H (2.48909, -0.28085, -3.71859)
H (4.07079, -2.17352, -3.35964)
H (4.63906, -2.12937, -4.95366)
H (2.17535, -3.10497, -3.74873)
H (2.88618, -3.91101, -5.21753)
H (1.77145, 0.42375, -5.85702)
H (2.99378, -0.44155, -6.71620)
C (-4.93129, 0.30533, 5.79773)
C (-3.88414, -0.28529, 4.85660)
C (-2.96230, 0.83291, 4.40602)
S (-2.43513, 1.41668, 6.06324)
O (-2.11137, 2.83583, 6.10338)
O (-1.56198, 0.43224, 6.68942)
C (-4.15372, 1.21902, 6.76223)
H (-5.59505, -0.40244, 6.29157)
H (-5.63092, 0.95548, 5.26914)
H (-4.37370, -0.88133, 4.07459)
H (-3.37566, -1.17182, 5.25178)
H (-3.54227, 1.66523, 4.01083)
H (-2.10825, 0.51861, 3.81432)
H (-4.57108, 2.22094, 6.88819)
H (-3.90267, 1.05146, 7.81427)
C (-4.46794, 5.88609, 0.49017)
C (-4.20987, 4.97176, -0.74003)
C (-4.01606, 3.61340, -0.10930)
S (-2.81184, 3.91480, 1.24283)
O (-1.44201, 3.79364, 0.79737)
O (-3.24634, 3.05243, 2.32853)
C (-3.24726, 5.72017, 1.36592)
H (-5.35305, 5.60963, 1.06487)
H (-4.56061, 6.92748, 0.18534)
H (-3.25629, 5.31358, -1.15001)
H (-5.10883, 4.99183, -1.35104)
H (-3.89175, 2.64046, -0.58433)
H (-4.99069, 3.44240, 0.36632)
H (-2.39691, 6.25651, 0.93907)
H (-3.31837, 6.04910, 2.40079)
C (-1.26523, -4.66380, -0.26660)
C (-1.72936, -6.13785, -0.41993)
C (-3.05913, -6.26070, 0.32246)
S (-2.69652, -5.37206, 1.85277)
O (-1.99841, -6.20089, 2.81367)
O (-3.90151, -4.65045, 2.25743)
C (-1.38762, -4.29751, 1.21899)
H (-1.79735, -3.94278, -0.89226)
H (-0.23784, -4.52271, -0.60391)
H (-0.98047, -6.80800, -0.00458)
H (-2.01666, -6.29532, -1.45978)
H (-3.48101, -7.23481, 0.55859)
H (-3.83232, -5.73407, -0.23767)
H (-0.52328, -4.48306, 1.84892)
H (-1.74637, -3.29259, 1.44473)
C (3.70134, -5.58956, 1.02641)
C (2.29691, -5.01252, 0.76353)
C (2.44053, -3.99764, -0.39928)
S (4.07318, -3.21577, -0.11827)
O (3.78704, -1.84505, 0.31896)
O (4.83656, -3.44953, -1.30909)
C (4.54312, -4.34479, 1.23173)
H (4.09903, -6.10168, 0.14801)
H (3.81328, -6.24260, 1.88876)
H (1.83705, -4.50231, 1.60813)
H (1.68011, -5.86122, 0.46301)
H (1.64357, -3.27217, -0.50491)
H (2.62293, -4.56697, -1.31120)
H (4.23623, -3.77963, 2.11717)
H (5.62740, -4.40135, 1.32361)
C (5.75101, 3.02180, -0.56390)
C (5.46632, 1.52016, -0.45200)
C (3.96632, 1.37075, -0.82195)
S (3.53797, 2.72342, -1.98846)
O (2.54825, 3.57764, -1.39657)
O (3.23130, 2.08433, -3.24625)
C (5.12288, 3.55368, -1.83996)
H (6.82927, 3.19983, -0.60887)
H (5.47439, 3.59491, 0.32468)
H (5.61961, 1.22882, 0.58240)
H (6.03210, 0.95841, -1.19209)
H (3.34128, 1.46380, 0.06712)
H (3.73385, 0.40541, -1.26586)
H (4.98297, 4.62869, -1.90438)
H (5.74156, 3.15404, -2.64742)
N (-3.43797, -4.15400, -1.76243)
C (-2.32363, -4.30711, -2.54855)
C (-1.55193, -3.17312, -2.54701)
C (-2.30085, -2.27746, -1.76020)
C (-3.31936, -2.93556, -1.13066)
H (-4.12466, -4.86339, -1.59333)
H (-2.12539, -5.26761, -3.00489)
H (-0.57186, -3.03236, -2.96455)
H (-1.95342, -1.35226, -1.30566)
H (-3.92420, -2.63632, -0.29045)

Atomic forces in eV per Å
-0.4179 -1.8207 -1.2594
-0.1685 0.4964 -0.0403
-1.7374 1.2433 -0.0281
0.7177 -0.4969 0.1200
1.7725 -0.6118 0.6975
-0.0851 0.3437 0.0116
0.4875 0.5206 0.0710
0.4720 -0.2547 0.1385
-0.0595 -0.3740 -0.4615
-0.6372 0.1101 0.0488
-0.1996 -0.2268 -0.0445
0.2818 0.1111 -0.1328
0.6069 -0.3008 1.0888
1.0615 0.0067 0.9441
-1.8341 0.8418 0.5191
1.4388 0.2948 -2.2156
-0.3353 -0.3637 0.7151
-0.7419 -0.1263 0.5924
-0.5100 -0.7905 -0.5326
-0.0648 -0.0093 -0.0032
0.1025 0.1060 -0.3344
-0.4682 0.4043 -0.2119
-0.2571 -0.1074 0.0674
0.8469 -0.2237 -0.0209
0.2965 -0.3593 -0.5821
-0.0823 0.8563 0.2280
-0.4442 -0.0775 -0.1674
-0.1743 -1.0757 0.4421
-0.0110 0.7633 -0.4513
0.5024 -0.5454 0.9611
-1.5797 -0.4956 -0.1808
0.0272 -0.1557 -0.7171
1.3740 0.7256 1.4452
0.6607 -0.3209 -0.8220
-0.0615 0.0377 0.1294
0.3250 0.3781 -0.0796
-0.1654 -0.3449 0.0174
-0.1256 0.5602 0.0232
-0.0139 -0.3077 0.1154
-0.2866 -0.1564 -0.9987
0.2678 0.5261 0.7108
-0.5039 0.6635 -0.1637
-0.1523 -0.4368 -0.7191
1.1956 -0.6451 0.3209
-0.0948 1.5780 0.9852
1.1981 -0.4985 -0.5858
-0.0235 0.1959 -0.3301
-0.7003 0.5909 0.6869
-0.6029 -0.6320 -0.6577
-0.2375 0.2987 0.1787
0.4339 -0.0120 0.4632
-0.1615 0.0216 0.0131
-0.2394 0.2300 -0.4246
-0.7659 -0.5863 -0.4059
0.1234 0.0529 -0.0667
-0.2481 -0.1735 0.2918
0.3777 -0.2188 0.2264
0.2160 0.4913 0.8756
-0.9305 -1.9256 -0.8233
0.0456 -0.2193 1.3645
-1.4976 0.0687 0.3174
0.3683 -0.7442 -0.2451
-0.3324 0.8085 -0.6416
1.1679 1.1520 0.5431
0.4493 -0.3361 0.1213
0.2216 0.0112 -0.3557
-0.2004 0.9881 -0.6263
0.5515 0.6865 0.8596
0.3263 -0.0762 -0.3110
-0.0248 0.1866 -0.1204
0.0273 0.0849 -0.7569
-0.3854 -1.3218 -0.1207
0.2615 -0.0122 -0.0986
-0.0112 0.2422 0.8417
-0.7495 -0.2146 1.0997
-2.1297 -0.4905 -0.0529
0.0564 0.2433 -0.0092
0.6306 1.1092 -0.3198
0.9049 -0.3813 0.3444
-0.1605 -0.1008 -0.3098
-0.0577 -0.0010 0.0276
-0.4344 0.1587 -0.8574
0.4801 0.0611 -0.6404
0.8968 0.4179 -0.6478
0.3526 -0.1015 0.6503
0.0898 -0.2270 -0.0820
-0.2474 -0.3427 0.0875
0.8926 -0.0315 1.3403
-0.6714 0.5592 -0.2424
0.2984 0.3277 0.5697
-0.5980 0.4743 0.9101
-0.6290 -0.3478 -0.3183
1.0055 -0.3435 -0.3247
-0.7951 0.1482 -0.0664
1.1189 -1.3715 2.4272
0.1702 -0.3890 0.1666
-0.0405 -0.2916 -0.3441
0.9330 -0.6827 0.1586
0.5090 -0.2166 0.1183
0.1541 -0.0633 0.8285
0.0589 -0.2732 -0.0534
0.1097 0.1617 -0.3958
0.4705 1.1005 0.0273
-0.1590 -0.5580 -0.8242
1.0924 -1.1644 0.4693
-2.4473 0.5796 0.2394
0.9956 -1.0123 0.0112
0.8445 0.0811 -0.1873
0.5150 1.4571 0.4671
-0.3016 -0.2120 -0.0310
-0.3501 -0.0482 0.0076
0.2425 -0.2544 0.3195
-0.4153 0.2931 0.0389
0.1036 0.1408 0.0460
-0.3112 0.1691 -0.1980
-0.2237 -0.1841 0.0570
0.0005 -0.3409 -0.4787
0.8631 0.5073 0.4445
-1.4174 0.8597 -0.4548
0.1869 0.0470 0.4801
0.9150 -2.5557 1.2455
-0.6660 1.2825 0.3924
0.2388 0.9762 -0.1976
0.2477 -0.4651 -0.6402
-0.0152 -0.0727 -0.2083
-0.5667 -0.2391 -0.0342
0.2598 -0.5223 -0.1927
0.3917 -0.1010 0.3544
-0.2000 0.2597 -0.1525
-0.0545 0.1238 -0.2207
0.0216 -0.0206 -0.0728
-0.2175 0.3608 -0.3271
0.3551 0.8281 -0.7270
-0.5755 -0.6643 -2.2310
-1.4506 0.0763 -1.0087
0.8243 1.4704 1.8683
-1.3637 0.1081 -1.1728
-0.0427 0.2134 -0.2088
-0.1260 0.3474 -0.2619
-0.1026 0.0382 -0.3552
-0.0574 0.0016 -0.5489
-0.2852 0.0085 -0.2382